A structure of composition C16H34OP2Sn at a distorted geometry, computed with ωB97M-V/def2-TZVPD.

Structure (XYZ):
```
54
Properties=species:S:1:pos:R:3:forces:R:3:mulliken_charge:R:1
H 1.6834 -2.8478 -3.5133 0.453 0.100 0.250 0.441
P 0.3731 2.2551 -1.5827 -1.759 -1.175 -0.462 0.919
O 1.6697 0.5639 5.5806 -0.072 0.721 0.153 -0.501
H -3.5874 0.3886 0.3777 -0.095 -0.087 0.142 0.441
C 1.0252 -0.3413 0.2578 0.036 -0.343 0.178 -0.342
H -0.3545 0.5450 1.6903 -0.061 -0.010 -0.461 0.473
H -1.1764 0.0059 -2.3412 0.056 0.222 0.438 0.166
H -1.2903 -2.9931 0.4296 0.227 0.318 0.190 0.456
H -0.6527 -3.6353 -3.3134 -0.093 0.134 0.081 0.451
H 1.8755 4.0283 -2.0930 0.171 -0.162 0.364 0.413
C -0.8604 3.1824 -2.5648 0.391 0.493 -0.217 -1.583
H -0.0467 1.6242 6.2476 0.273 -0.127 -0.327 0.248
H -1.4128 -3.6818 -1.6957 0.178 0.453 -0.101 0.430
C 0.7239 0.9003 6.5550 0.113 -0.154 0.420 -0.660
H -1.7737 -0.4639 1.8393 -0.225 0.133 0.090 0.208
C -0.6658 1.6382 -0.1936 -1.090 -0.133 1.807 1.322
C -1.9076 1.0234 -0.6990 1.210 0.985 -1.645 -1.847
Sn 2.1390 0.1050 3.7348 -0.573 -0.813 0.249 0.779
H 1.7068 -0.6541 1.0727 -0.381 -0.078 -0.372 0.004
H -0.4055 -0.5384 -3.8334 0.187 0.101 0.103 0.601
H -1.6296 2.4970 -2.9520 0.474 0.103 0.295 0.427
P 0.1827 -1.8557 -1.9683 -0.133 1.791 -0.512 1.030
H -0.9345 2.5881 0.3209 0.722 0.461 0.120 0.565
H 1.2660 1.3619 7.3913 -0.205 -0.096 0.035 0.230
H -2.5044 1.6717 -1.3659 0.241 -0.082 0.687 0.199
H 0.9643 1.5488 1.2395 0.039 0.067 -0.314 0.366
H 1.7226 -0.0085 -0.5325 -0.169 0.051 0.134 0.387
C 0.8646 -1.7276 3.8073 0.450 0.502 -0.268 -1.177
H -2.8895 -1.6741 1.2762 0.177 0.220 -0.012 0.423
C -1.0850 -3.0204 -2.5107 0.086 -0.468 -0.380 -1.420
H 1.7874 3.7958 -0.3164 -0.138 -0.287 -0.353 0.394
H -0.0002 -1.5405 4.4626 0.310 -0.127 -0.250 0.272
H 1.8433 0.6096 -2.5768 -0.389 0.040 -0.140 0.428
H 0.7241 1.4018 -3.7190 0.316 -0.273 0.217 0.673
H 2.4706 -1.4939 -2.6272 -0.205 -0.395 0.082 0.345
H 0.1910 0.0161 6.9360 0.107 0.069 -0.075 0.267
H 2.7400 2.6562 -1.3326 -0.429 0.222 0.101 0.417
H 1.4814 -2.5479 4.2123 -0.253 0.218 -0.085 0.465
H -0.3445 3.6455 -3.4197 -0.174 0.020 0.221 0.469
H 2.2529 -3.0961 -1.8195 -0.157 0.283 -0.244 0.431
C 1.8150 -2.3734 -2.5284 0.112 -0.482 -0.804 -1.415
C 1.8270 3.2749 -1.2878 0.493 0.480 -0.386 -1.406
H -1.3660 3.9558 -1.9669 0.263 -0.209 -0.133 0.416
C 0.7913 0.9003 -2.7374 0.247 0.229 -0.360 -0.964
C -1.0510 -1.9236 0.4173 0.562 -1.487 -0.052 -1.370
C -2.6992 -0.0579 -0.1117 -1.001 -0.832 1.177 -0.572
C 0.2322 -1.6060 -0.2007 0.520 -0.785 1.727 0.384
C -0.2019 -0.2832 -2.7797 -0.093 -0.771 -1.290 -1.024
H -1.9669 -2.5008 -2.9189 0.404 -0.061 0.360 0.374
H 0.5433 -1.9746 2.7872 -0.199 -0.172 0.229 0.163
H 0.8897 -2.4777 0.0283 0.291 0.221 0.069 0.536
H -3.1464 -0.6848 -0.9158 0.219 -0.180 0.259 0.056
C 0.2244 0.8515 0.8125 0.313 0.209 -0.255 -1.685
C -2.0574 -1.0330 0.9411 -1.745 0.942 -0.675 -1.101
```
Forces are in eV/Å.

Summary:
Spin multiplicity   1
ΔE to the lowest compared entry with this formula, charge and spin   522.9 kJ/mol
M   423.1 g/mol
LUMO level   -0.049 eV
HOMO level   -4.20 eV
Orbital gap   4.1508 eV
Charge   0